## w
DFT (ωB97M-V/def2-TZVPD) results for a molecular structure, C25H30N3O3.

Calculated values
HOMO ... -0.317 Eh
Charge ... +1
HOMO-LUMO gap ... 5.4 eV
Spin multiplicity ... 1

Each line ends with the Mulliken charge.
Positions of all 61 atoms, in Å:
C1 0.52 3.64 -0.85  -1.050
O1 0.90 2.25 -0.68  -0.263
C2 1.82 1.72 -1.54  0.806
C3 2.59 0.68 -1.02  0.315
N1 2.37 0.23 0.33  1.122
C4 1.20 -0.27 0.89  -0.316
N2 1.28 0.01 2.20  0.429
C5 0.37 -0.19 3.32  -0.828
C6 2.57 0.44 2.53  -1.003
C7 3.25 0.57 1.37  -0.305
C8 3.74 0.26 -1.69  0.133
O2 4.48 -0.68 -1.03  -0.329
C9 5.67 -1.26 -1.63  -0.914
C10 4.02 0.76 -2.98  -0.841
C11 3.18 1.74 -3.52  -0.738
C12 2.07 2.23 -2.82  -0.825
H1 0.06 3.93 0.11  0.287
H2 1.40 4.26 -1.06  0.484
H3 -0.21 3.74 -1.66  0.322
H4 -0.67 -0.26 3.00  0.293
H5 0.67 -1.07 3.89  0.315
H6 0.52 0.66 3.99  0.392
H7 2.85 0.64 3.56  0.500
H8 4.25 0.96 1.17  0.527
H9 6.08 -1.89 -0.83  0.262
H10 5.43 -1.88 -2.51  0.357
H11 6.40 -0.49 -1.90  0.375
H12 4.86 0.35 -3.55  0.418
H13 3.39 2.14 -4.52  0.387
H14 1.41 2.99 -3.25  0.397
C13 -5.26 2.54 -0.64  -0.721
C14 -3.81 2.42 -0.23  -0.429
N3 -3.50 1.06 0.20  0.295
C15 -2.22 0.64 0.15  -0.579
C16 -1.87 -0.72 0.29  -0.666
C17 -0.58 -1.18 0.57  0.330
C18 -0.30 -2.58 0.55  1.435
C19 1.02 -3.07 0.53  -0.057
C20 1.30 -4.43 0.62  -0.904
C21 0.25 -5.36 0.65  -0.460
C22 -1.08 -4.92 0.56  -0.717
C23 -1.36 -3.56 0.50  -0.942
C24 -4.59 0.17 0.63  -0.610
C25 -5.75 0.99 1.18  -0.695
O3 -6.19 2.03 0.31  -0.359
H15 -5.54 3.60 -0.74  0.356
H16 -5.40 2.04 -1.61  0.309
H17 -3.16 2.66 -1.08  0.440
H18 -3.60 3.14 0.58  0.273
H19 -1.46 1.39 -0.12  0.156
H20 -2.66 -1.47 0.05  0.235
H21 0.32 -0.03 0.18  0.373
H22 1.85 -2.36 0.47  0.374
H23 2.33 -4.77 0.69  0.419
H24 0.44 -6.43 0.74  0.387
H25 -1.91 -5.63 0.56  0.385
H26 -2.40 -3.24 0.41  0.214
H27 -4.97 -0.44 -0.21  0.283
H28 -4.24 -0.51 1.42  0.515
H29 -6.65 0.37 1.32  0.348
H30 -5.47 1.43 2.15  0.305

## x
DFT (ωB97M-V/def2-TZVPD) results for a gas-phase ion, C25H30N3O3 (charge +1).

Calculated values
HOMO ... -0.358 Eh
Charge ... +1
HOMO-LUMO gap ... 7.5 eV
SMILES string ... COc1ccc(-n2cc[n+](C)c2/C([O-])=C/[C@H](c2ccccc2)[N@H+]2CCC[C@H]2CO)cc1
Spin multiplicity ... 1

Each line ends with the Mulliken charge.
Positions of all 61 atoms, in Å:
C1 -3.69 -4.74 3.25  -0.783
O1 -4.19 -4.44 1.93  -0.429
C2 -3.99 -3.19 1.42  0.845
C3 -4.43 -2.97 0.09  -0.869
C4 -4.12 -1.77 -0.54  -0.620
C5 -3.36 -0.80 0.12  0.220
N1 -3.12 0.42 -0.54  0.388
C6 -4.00 1.00 -1.48  -0.332
C7 -3.49 2.19 -1.83  -0.791
N2 -2.29 2.35 -1.14  0.122
C8 -1.40 3.49 -1.26  -0.782
C9 -2.05 1.26 -0.40  0.110
C10 -0.76 1.11 0.32  -0.224
O2 -0.74 1.28 1.57  -0.841
C11 0.37 0.91 -0.49  -0.226
C12 1.73 0.83 0.05  -0.319
C13 2.44 2.18 -0.18  -0.246
C14 3.07 2.83 0.90  -0.180
C15 3.69 4.06 0.69  -0.823
C16 3.64 4.66 -0.57  -0.392
C17 2.99 4.03 -1.63  -0.887
C18 2.39 2.77 -1.43  -0.341
N3 2.40 -0.21 -0.67  0.080
C19 3.90 -0.16 -0.57  -0.455
C20 4.38 -1.57 -0.88  -0.728
C21 3.21 -2.52 -0.64  -0.730
C22 1.92 -1.69 -0.59  0.221
C23 0.98 -2.18 0.52  -0.788
O3 0.63 -1.18 1.45  -0.526
C24 -2.95 -1.00 1.44  -0.563
C25 -3.33 -2.16 2.12  -0.612
H1 -3.94 -5.80 3.39  0.242
H2 -2.60 -4.60 3.31  0.326
H3 -4.19 -4.14 4.01  0.329
H4 -4.97 -3.75 -0.42  0.435
H5 -4.46 -1.61 -1.56  0.368
H6 -4.90 0.51 -1.79  0.464
H7 -3.85 2.95 -2.50  0.461
H8 -2.01 4.34 -1.57  0.414
H9 -0.93 3.72 -0.30  0.346
H10 -0.62 3.32 -2.02  0.271
H11 0.22 0.84 -1.58  0.626
H12 1.80 0.57 1.12  0.738
H13 3.07 2.33 1.87  0.476
H14 4.21 4.55 1.52  0.421
H15 4.11 5.63 -0.73  0.400
H16 2.93 4.49 -2.62  0.411
H17 1.88 2.26 -2.25  0.362
H18 2.20 -0.01 -1.65  0.683
H19 4.15 0.18 0.44  0.395
H20 4.25 0.58 -1.31  0.334
H21 5.23 -1.79 -0.22  0.368
H22 4.75 -1.65 -1.90  0.291
H23 3.33 -3.03 0.32  0.427
H24 3.12 -3.30 -1.40  0.305
H25 1.36 -1.80 -1.53  0.284
H26 1.48 -2.98 1.10  0.482
H27 0.08 -2.62 0.06  0.296
H28 -0.08 -1.49 2.04  0.297
H29 -2.39 -0.23 1.96  0.802
H30 -3.09 -2.27 3.18  0.443

Tell me which of them is the most stable. Sure, it is x.

## w
DFT (ωB97M-V/def2-TZVPD) results for a molecular structure, C13H17ClN2O2.

Calculated values
HOMO ... -0.286 Eh
Charge ... 0
HOMO-LUMO gap ... 8.3 eV
Spin multiplicity ... 1

Each line ends with the Mulliken charge.
Positions of all 35 atoms, in Å:
O1 -1.01 0.47 -2.21  -0.710
C1 0.18 0.72 -1.75  0.789
N1 0.93 -0.32 -1.38  -0.067
H1 1.88 -0.26 -0.93  0.336
C2 0.59 -1.77 -1.15  -1.214
C3 0.41 -2.58 0.10  1.219
C4 0.51 -1.95 1.33  0.015
C5 0.79 -2.52 2.40  -0.345
C6 0.57 -3.93 2.44  -0.673
C7 0.25 -4.54 1.32  -0.279
C8 0.24 -3.98 -0.12  -0.389
Cl1 0.09 -4.90 -1.47  -0.206
H2 0.19 -5.60 1.48  0.347
H3 0.43 -4.40 3.31  0.464
H4 0.96 -1.96 3.35  0.328
H5 0.70 -0.87 1.22  -0.025
H6 -0.64 -1.74 -1.55  0.337
H7 0.97 -2.45 -1.98  0.312
C9 0.95 2.03 -1.77  -1.305
N2 0.31 2.80 -0.69  -0.088
C10 0.53 2.34 0.74  -0.651
C11 -1.00 1.51 1.04  -0.894
H8 -0.91 1.40 2.08  0.530
O2 -2.14 2.39 0.86  -0.449
C12 -1.83 2.85 -0.63  -0.217
C13 -0.81 3.66 -0.95  -1.332
H9 -0.87 3.82 -1.80  0.563
H10 -0.71 4.55 -0.53  0.606
H11 -3.05 3.39 -0.51  0.142
H12 -2.29 1.96 -1.04  0.478
H13 -0.92 0.73 0.45  0.641
H14 1.43 1.72 0.91  0.390
H15 0.52 3.28 1.33  0.360
H16 1.99 1.76 -1.33  0.283
H17 0.79 2.39 -2.55  0.706

## x
DFT (ωB97M-V/def2-TZVPD) results for a single C13H17ClN2O2 molecule.

Calculated values
HOMO ... -0.325 Eh
Charge ... 0
HOMO-LUMO gap ... 9.5 eV
SMILES string ... CN(C)[C@@H](Cl)N1C(=O)OC[C@H]1Cc1ccccc1
Spin multiplicity ... 1

Each line ends with the Mulliken charge.
Positions of all 35 atoms, in Å:
C1 2.75 -2.00 -2.57  -0.886
N1 2.68 -0.97 -1.54  0.183
C2 3.98 -0.31 -1.35  -1.007
C3 1.71 -0.94 -0.59  -0.227
Cl1 2.19 -0.46 1.03  -0.178
N2 0.33 0.06 -0.87  -0.043
C4 0.00 -0.01 -2.24  0.483
O1 0.12 -1.00 -2.96  -0.696
O2 -0.39 1.20 -2.72  -0.354
C5 -0.41 2.14 -1.60  -0.605
C6 -0.26 1.29 -0.35  0.323
C7 -1.75 1.19 0.16  -1.295
C8 -2.15 0.54 1.50  0.674
C9 -3.31 -0.29 1.59  -0.543
C10 -3.59 -0.94 2.80  -0.384
C11 -2.80 -0.71 3.94  -0.519
C12 -1.78 0.23 3.87  -0.454
C13 -1.45 0.87 2.67  -0.393
H1 3.56 -1.71 -3.26  0.326
H2 3.00 -3.05 -2.29  0.279
H3 1.79 -1.96 -3.11  0.365
H4 4.54 -0.45 -2.27  0.345
H5 3.78 0.77 -1.22  0.337
H6 4.66 -0.66 -0.54  0.278
H7 1.10 -1.91 -0.55  0.430
H8 -1.34 2.75 -1.68  0.368
H9 0.46 2.79 -1.68  0.290
H10 0.32 1.83 0.42  0.522
H11 -2.36 0.69 -0.63  0.327
H12 -2.14 2.24 0.26  0.384
H13 -3.93 -0.44 0.70  0.327
H14 -4.43 -1.63 2.85  0.352
H15 -3.03 -1.24 4.88  0.352
H16 -1.20 0.47 4.76  0.352
H17 -0.65 1.61 2.61  0.286

Tell me which of them is the most stable. Sure, it is x.

## w
DFT (ωB97M-V/def2-TZVPD) results for 2 unconnected molecules or ions with the total composition C16H17N.

Calculated values
HOMO ... -0.280 Eh
Charge ... 0
HOMO-LUMO gap ... 8.5 eV
SMILES string ... Cc1c[nH]c2ccccc12.Cc1ccccc1
Spin multiplicity ... 1

Each line ends with the Mulliken charge.
Positions of all 34 atoms, in Å:
C1 -0.76 -3.12 1.81  -1.370
C2 -1.38 -1.95 1.10  0.557
C3 -2.30 -2.01 0.07  -0.785
N1 -2.91 -0.81 -0.09  -0.136
C4 -2.28 0.15 0.79  -0.098
C5 -2.24 1.54 0.46  -0.861
C6 -1.44 2.26 1.31  -0.437
C7 -0.51 1.60 2.17  -0.618
C8 -0.44 0.22 2.19  -0.171
C9 -1.27 -0.58 1.39  0.823
H1 -0.09 -2.79 2.61  0.314
H2 -0.16 -3.70 1.10  0.336
H3 -1.46 -3.92 2.12  0.341
H4 -2.47 -2.93 -0.47  0.433
H5 -3.53 -0.51 -0.83  0.197
H6 -3.03 1.96 -0.15  0.377
H7 -1.43 3.34 1.17  0.379
H8 0.17 2.18 2.78  0.394
H9 0.27 -0.13 2.95  0.319
C10 2.42 -1.13 -0.31  -1.267
C11 1.91 0.11 -1.00  1.012
C12 1.13 -0.09 -2.16  -0.441
C13 0.90 1.00 -3.04  -0.436
C14 1.32 2.25 -2.71  -0.554
C15 2.00 2.47 -1.50  -0.318
C16 2.45 1.38 -0.78  -0.596
H10 3.49 -1.36 -0.40  0.378
H11 1.86 -2.00 -0.66  0.292
H12 2.05 -0.96 0.72  0.235
H13 0.58 -1.03 -2.16  0.223
H14 0.41 0.56 -3.92  0.332
H15 1.31 3.12 -3.35  0.383
H16 2.18 3.51 -1.16  0.370
H17 3.24 1.35 -0.04  0.396

## x
DFT (ωB97M-V/def2-TZVPD) results for 2 unconnected molecules or ions with the total composition C16H17N.

Calculated values
HOMO ... -0.287 Eh
Charge ... 0
HOMO-LUMO gap ... 8.6 eV
SMILES string ... Cc1c[nH]c2ccccc12.Cc1ccccc1
Spin multiplicity ... 1

Each line ends with the Mulliken charge.
Positions of all 34 atoms, in Å:
C1 0.38 -3.66 1.32  -1.322
C2 0.74 -2.43 0.55  0.808
C3 -0.11 -1.49 0.08  -1.028
N1 0.61 -0.45 -0.50  -0.011
C4 1.93 -0.83 -0.55  -0.337
C5 3.04 -0.06 -0.91  -0.614
C6 4.28 -0.66 -0.77  -0.464
C7 4.44 -1.90 -0.13  -0.546
C8 3.33 -2.59 0.32  -0.428
C9 2.06 -2.05 0.12  0.806
H1 0.93 -4.53 0.93  0.342
H2 -0.68 -3.91 1.22  0.378
H3 0.58 -3.59 2.39  0.261
H4 -1.18 -1.52 -0.06  0.484
H5 0.27 0.26 -1.13  0.261
H6 2.89 0.83 -1.51  0.321
H7 5.10 0.02 -1.00  0.342
H8 5.44 -2.23 0.10  0.361
H9 3.48 -3.59 0.73  0.337
C10 -3.09 0.65 1.29  -1.128
C11 -2.73 1.81 0.39  0.733
C12 -3.24 1.87 -0.90  -0.314
C13 -2.79 2.82 -1.81  -0.568
C14 -1.91 3.79 -1.37  -0.389
C15 -1.42 3.78 -0.07  -0.590
C16 -1.82 2.77 0.81  -0.371
H10 -4.17 0.48 1.26  0.404
H11 -2.77 0.78 2.32  0.357
H12 -2.63 -0.24 0.87  0.064
H13 -3.95 1.12 -1.20  0.348
H14 -3.11 2.80 -2.84  0.416
H15 -1.68 4.62 -2.03  0.371
H16 -0.76 4.55 0.27  0.383
H17 -1.44 2.75 1.82  0.330

Tell me which of them is the most stable. Sure, it is x.

## w
DFT (ωB97M-V/def2-TZVPD) results for 2 unconnected molecules or ions with the total composition C16H17N.

Calculated values
HOMO ... -0.283 Eh
Charge ... 0
HOMO-LUMO gap ... 8.5 eV
SMILES string ... Cc1c[nH]c2ccccc12.Cc1ccccc1
Spin multiplicity ... 1

Each line ends with the Mulliken charge.
Positions of all 34 atoms, in Å:
C1 0.37 2.40 -4.56  -1.358
C2 0.05 1.59 -3.34  0.364
C3 -1.14 0.99 -3.03  -0.672
N1 -0.98 0.18 -1.92  0.010
C4 0.32 0.25 -1.49  -0.518
C5 0.92 -0.22 -0.32  -0.614
C6 2.17 0.29 -0.01  -0.325
C7 2.91 1.08 -0.90  -0.729
C8 2.32 1.46 -2.09  -0.440
C9 1.00 1.11 -2.37  1.175
H1 1.16 1.92 -5.13  0.334
H2 0.58 3.43 -4.30  0.297
H3 -0.44 2.41 -5.29  0.373
H4 -2.12 1.33 -3.31  0.358
H5 -1.68 -0.39 -1.48  0.177
H6 0.34 -0.78 0.41  0.463
H7 2.55 0.20 0.99  0.366
H8 3.89 1.45 -0.67  0.391
H9 2.88 2.14 -2.73  0.350
C10 -0.61 -3.62 3.24  -1.439
C11 -0.94 -2.14 3.16  0.974
C12 0.09 -1.19 3.19  -0.510
C13 -0.17 0.13 2.90  -0.442
C14 -1.43 0.52 2.46  -0.427
C15 -2.44 -0.43 2.38  -0.550
C16 -2.19 -1.74 2.72  -0.464
H10 -1.42 -4.15 3.75  0.367
H11 0.32 -3.85 3.73  0.405
H12 -0.63 -3.99 2.22  0.289
H13 1.08 -1.57 3.42  0.288
H14 0.54 0.94 3.04  0.372
H15 -1.62 1.52 2.08  0.416
H16 -3.43 -0.10 2.06  0.383
H17 -2.93 -2.51 2.49  0.333

## x
DFT (ωB97M-V/def2-TZVPD) results for 2 unconnected molecules or ions with the total composition C16H17N.

Calculated values
HOMO ... -0.282 Eh
Charge ... 0
HOMO-LUMO gap ... 8.6 eV
SMILES string ... Cc1c[nH]c2ccccc12.Cc1ccccc1
Spin multiplicity ... 1

Each line ends with the Mulliken charge.
Positions of all 34 atoms, in Å:
C1 2.69 1.76 -0.92  -1.290
C2 1.90 1.93 0.35  0.382
C3 2.36 2.43 1.52  -0.736
N1 1.38 2.30 2.47  -0.008
C4 0.27 1.71 1.92  -0.342
C5 -0.94 1.39 2.54  -0.895
C6 -1.97 1.05 1.67  -0.300
C7 -1.80 1.08 0.30  -0.798
C8 -0.56 1.29 -0.27  -0.212
C9 0.55 1.50 0.57  1.061
H1 2.38 0.93 -1.56  0.279
H2 3.68 1.42 -0.63  0.386
H3 2.84 2.68 -1.48  0.291
H4 3.25 2.99 1.74  0.397
H5 1.39 2.64 3.42  0.178
H6 -1.18 1.27 3.59  0.339
H7 -2.89 0.72 2.14  0.407
H8 -2.68 0.92 -0.31  0.449
H9 -0.49 1.44 -1.33  0.408
C10 -1.43 -2.67 0.96  -1.470
C11 -0.96 -2.38 -0.44  0.800
C12 0.34 -2.66 -0.84  -0.436
C13 0.87 -2.14 -2.02  -0.691
C14 0.02 -1.49 -2.89  -0.369
C15 -1.32 -1.30 -2.56  -0.685
C16 -1.78 -1.67 -1.31  -0.032
H10 -1.03 -3.62 1.31  0.453
H11 -2.51 -2.63 1.06  0.343
H12 -0.92 -1.93 1.59  0.220
H13 0.95 -3.38 -0.31  0.344
H14 1.92 -2.39 -2.13  0.416
H15 0.33 -1.10 -3.85  0.341
H16 -1.89 -0.68 -3.24  0.390
H17 -2.80 -1.41 -1.04  0.381

Tell me which of them is the most stable. Sure, it is w.